# 1
47
Properties=species:S:1:pos:R:3:mulliken_charge:R:1 method="wB97M-V/def2-TZVPD" smiles="CCCCOP(=O)(CN1CCOCC1)OCCCC" energy_ev=-32905.9844 homo_energy_ev=-8.111 largest_force_ev_per_a=1.266 de_lowest_ev=0.364 homo_lumo_gap_ev=8.980 lumo_ev=0.87
C 1.82 2.40 -2.49 -0.58
C 3.21 2.66 -1.92 -0.71
C 3.80 1.44 -1.20 -0.68
C 3.04 1.04 0.06 -0.44
O 2.14 -0.03 -0.19 -0.23
P 0.55 0.12 0.07 0.74
O 0.20 1.46 0.58 -0.80
C -0.12 -0.63 -1.50 -1.13
N -1.50 -0.56 -1.85 0.05
C -2.00 0.72 -2.34 -0.72
C -2.51 1.63 -1.22 -0.34
O -3.47 0.97 -0.42 -0.50
C -2.90 -0.19 0.16 -0.27
C -2.44 -1.16 -0.93 -0.82
O 0.23 -1.07 1.11 -0.18
C 0.53 -0.83 2.48 -0.26
C 0.73 -2.15 3.21 -0.83
C -0.57 -2.83 3.65 -0.54
C -1.43 -3.28 2.48 -0.65
H 1.12 2.16 -1.69 -0.02
H 1.46 3.29 -3.01 0.42
H 1.85 1.58 -3.20 0.31
H 3.89 2.94 -2.74 0.35
H 3.17 3.50 -1.23 0.31
H 4.83 1.67 -0.93 0.36
H 3.82 0.58 -1.88 0.28
H 2.48 1.89 0.47 0.42
H 3.74 0.68 0.82 0.38
H 0.16 -1.69 -1.41 0.46
H 0.47 -0.20 -2.31 0.43
H -1.22 1.22 -2.91 0.40
H -2.84 0.49 -3.01 0.33
H -3.02 2.50 -1.64 0.41
H -1.68 1.97 -0.59 0.19
H -3.68 -0.64 0.78 0.41
H -2.05 0.10 0.79 0.21
H -1.98 -2.04 -0.48 0.42
H -3.31 -1.48 -1.51 0.38
H 1.44 -0.22 2.54 0.36
H -0.29 -0.26 2.93 0.27
H 1.35 -1.96 4.09 0.41
H 1.29 -2.82 2.55 0.24
H -0.31 -3.70 4.26 0.33
H -1.13 -2.14 4.28 0.28
H -2.32 -3.78 2.84 0.41
H -0.88 -3.97 1.84 0.28
H -1.73 -2.42 1.88 -0.13

=====

# 2
14
Properties=species:S:1:pos:R:3:mulliken_charge:R:1 method="wB97M-V/def2-TZVPD" smiles="CC(=O)O.O.O" energy_ev=-10394.6033 homo_energy_ev=-10.289 largest_force_ev_per_a=1.421 de_lowest_ev=0.090 homo_lumo_gap_ev=10.941 lumo_ev=0.65
C 0.05 -2.62 0.17 -0.97
C 0.14 -1.12 0.12 0.72
O -0.55 -0.46 -0.68 -0.65
O 1.01 -0.58 0.95 -0.53
H 0.09 -3.00 -0.85 0.29
H 0.93 -3.00 0.70 0.30
H -0.85 -2.89 0.68 0.25
H 0.85 0.46 0.95 0.45
O 0.61 1.91 1.12 -0.65
H 1.26 2.31 0.55 0.36
H -0.22 2.03 0.63 0.40
O -0.96 2.58 -1.18 -0.68
H -0.84 1.62 -1.25 0.39
H -1.55 2.76 -1.91 0.31

=====

# 3
18
Properties=species:S:1:pos:R:3:mulliken_charge:R:1 method="wB97M-V/def2-TZVPD" smiles="CC(N)=O.C=CC" energy_ev=-8899.5921 homo_energy_ev=-8.629 largest_force_ev_per_a=4.557 de_lowest_ev=2.105 homo_lumo_gap_ev=9.457 lumo_ev=0.83
C -1.62 1.10 0.68 -1.15
C -1.51 -0.31 0.14 0.82
N -0.63 -1.12 0.96 -0.46
O -2.40 -0.85 -0.48 -0.57
H -0.64 1.57 0.76 0.29
H -2.25 1.69 0.02 0.31
H -2.07 1.07 1.68 0.37
H -0.75 -2.12 0.82 0.22
H -0.36 -0.79 1.87 0.19
C 0.23 0.00 -1.57 -1.12
C 1.15 -0.56 -0.73 0.42
C 2.17 0.22 0.03 -1.14
H -0.25 -0.59 -2.32 0.32
H 0.23 1.07 -1.72 0.30
H 1.34 -1.63 -0.78 0.30
H 1.93 1.28 0.05 0.29
H 3.15 0.10 -0.45 0.35
H 2.26 -0.14 1.06 0.28

=====

# 4
7
Properties=species:S:1:pos:R:3:mulliken_charge:R:1 method="wB97M-V/def2-TZVPD" energy_ev=-22517.4179 homo_energy_ev=-9.448 largest_force_ev_per_a=4.540 de_lowest_ev=4.427 homo_lumo_gap_ev=7.251 lumo_ev=-2.20
C -2.31 1.20 -0.02 -0.21
C -1.28 0.66 -0.25 -0.56
Si 1.33 -0.78 0.16 0.69
Cl 2.89 0.42 -0.15 -0.11
H -3.21 1.87 0.13 0.31
H 0.81 -1.56 -0.90 -0.05
H 1.77 -1.81 1.02 -0.07

=====

# 5
12
Properties=species:S:1:pos:R:3:mulliken_charge:R:1 method="wB97M-V/def2-TZVPD" smiles="CC(=O)O.C#C" energy_ev=-8337.4764 homo_energy_ev=-10.012 largest_force_ev_per_a=4.299 de_lowest_ev=2.985 homo_lumo_gap_ev=10.673 lumo_ev=0.66
C -0.98 1.17 0.24 -0.89
C -1.01 -0.31 0.04 0.65
O -1.01 -0.90 -1.07 -0.66
O -1.12 -1.00 1.17 -0.42
H -0.45 1.64 -0.60 0.30
H -2.01 1.53 0.27 0.32
H -0.48 1.42 1.17 0.32
H -1.25 -1.93 0.90 0.36
C 1.64 -0.41 -0.90 -0.63
C 2.66 -0.30 -0.25 -0.17
H 0.50 -0.75 -1.37 0.43
H 3.50 -0.18 0.40 0.39

=====

# 6
118
Properties=species:S:1:pos:R:3:mulliken_spin:R:1 method="wB97M-V/def2-TZVPD" s2=0.76 spin_multiplicity=2 total_charge=-2 energy_ev=-142027.4476 homo_energy_ev="-1.559 / -1.559" largest_force_ev_per_a=0.328 de_lowest_ev=0.912 homo_lumo_gap_ev="4.890 / 4.889" lumo_ev="3.33 / 3.33"
Rb 0.16 -1.01 -0.38 0.06
C 1.25 2.86 1.72 0.05
N -0.05 2.31 1.41 -0.01
C -0.75 1.93 2.62 -0.01
C -0.86 3.21 0.60 0.00
C -1.77 2.52 -0.41 -0.01
N -1.11 1.78 -1.48 0.00
C -0.07 2.62 -2.08 -0.01
C 0.70 2.14 -3.28 0.01
C 0.57 2.77 -4.50 0.00
C 1.39 2.47 -5.59 0.00
C 2.38 1.52 -5.36 0.00
C 2.60 0.87 -4.15 0.00
C 1.70 1.14 -3.05 0.00
O 1.76 0.55 -1.92 -0.02
C 3.73 -0.16 -4.01 0.00
C 3.16 -1.56 -4.33 0.00
C 4.37 -0.20 -2.62 0.00
C 4.88 0.12 -4.99 0.00
C 1.22 3.21 -6.91 0.00
C -0.22 3.11 -7.41 0.00
C 1.57 4.70 -6.71 0.00
C 2.13 2.65 -8.01 0.00
C -2.16 1.37 -2.44 0.00
C -1.99 0.03 -3.12 0.00
C -1.69 -0.03 -4.47 0.00
C -1.64 -1.23 -5.17 0.00
C -1.87 -2.39 -4.43 0.00
C -2.18 -2.39 -3.08 0.00
C -2.31 -1.15 -2.38 0.00
O -2.68 -1.07 -1.14 0.00
C -2.48 -3.71 -2.36 0.00
C -1.58 -3.89 -1.12 0.00
C -2.23 -4.94 -3.25 0.00
C -3.96 -3.72 -1.95 0.00
C -1.33 -1.24 -6.67 0.00
C -2.33 -0.34 -7.40 0.00
C 0.09 -0.73 -6.91 0.00
C -1.45 -2.64 -7.27 0.00
H 1.19 3.80 2.30 0.00
H 1.79 3.05 0.79 -0.02
H 1.82 2.14 2.30 -0.03
H -0.89 2.79 3.30 0.00
H -0.21 1.13 3.13 0.00
H -1.74 1.54 2.36 0.00
H -0.20 3.91 0.09 0.00
H -1.51 3.84 1.25 0.00
H -2.41 3.32 -0.83 0.00
H -2.43 1.83 0.12 0.00
H 0.68 2.78 -1.31 0.00
H -0.52 3.61 -2.34 0.00
H -0.20 3.54 -4.59 0.00
H 3.03 1.26 -6.19 0.00
H 2.33 -1.79 -3.66 0.00
H 3.92 -2.33 -4.19 0.00
H 2.80 -1.59 -5.36 0.00
H 3.68 -0.58 -1.87 0.00
H 4.68 0.80 -2.31 0.00
H 5.25 -0.85 -2.65 0.00
H 4.58 0.04 -6.04 0.00
H 5.67 -0.61 -4.83 0.00
H 5.29 1.12 -4.83 0.00
H -0.93 3.49 -6.67 0.00
H -0.48 2.07 -7.61 0.00
H -0.36 3.69 -8.34 0.00
H 0.93 5.15 -5.96 0.00
H 1.46 5.26 -7.65 0.00
H 2.61 4.79 -6.37 0.00
H 1.93 1.59 -8.18 0.00
H 3.19 2.76 -7.75 0.00
H 1.96 3.19 -8.94 0.00
H -2.28 2.15 -3.21 0.00
H -3.09 1.31 -1.88 0.00
H -1.47 0.91 -4.98 0.00
H -1.80 -3.34 -4.94 0.00
H -0.53 -3.99 -1.40 0.00
H -1.87 -4.81 -0.60 0.00
H -1.70 -3.06 -0.43 0.00
H -1.20 -4.99 -3.58 0.00
H -2.89 -4.95 -4.12 0.00
H -2.44 -5.84 -2.67 0.00
H -4.20 -2.82 -1.40 0.00
H -4.18 -4.60 -1.33 0.00
H -4.59 -3.76 -2.84 0.00
H -2.29 0.69 -7.03 0.00
H -3.35 -0.70 -7.26 0.00
H -2.11 -0.32 -8.48 0.00
H 0.24 0.25 -6.45 0.00
H 0.31 -0.65 -7.98 0.00
H 0.81 -1.41 -6.46 0.00
H -2.45 -3.06 -7.14 0.00
H -0.73 -3.33 -6.83 0.00
H -1.24 -2.59 -8.35 0.00
I 2.10 -1.15 2.94 0.08
C 3.33 -0.14 1.65 0.75
H 3.22 -0.33 0.59 0.17
H 4.11 0.47 2.07 -0.01
F 2.79 -2.65 -0.03 0.01
Sb 2.91 -4.49 -0.48 0.00
F 3.94 -4.79 1.09 0.00
F 4.51 -4.17 -1.44 0.00
F 3.02 -6.33 -0.91 0.00
F 1.89 -4.20 -2.04 0.00
F 1.33 -4.79 0.52 0.00
C -3.55 -3.08 1.73 0.00
As -2.97 -1.31 2.19 0.00
C -4.17 -0.12 1.30 0.00
C -3.34 -1.13 4.09 0.00
O -1.37 -1.03 1.91 -0.04
H -4.54 -3.28 2.13 0.00
H -2.83 -3.80 2.10 0.00
H -3.57 -3.11 0.64 0.00
H -5.20 -0.46 1.41 0.00
H -3.86 -0.15 0.24 0.00
H -4.07 0.89 1.70 0.00
H -4.40 -1.28 4.31 0.00
H -3.03 -0.14 4.40 0.00
H -2.74 -1.87 4.62 0.00